Record 1
ORCA calculation (wB97M-V/def2-TZVPD) on C50H49ClCsN9O4SSi as an isolated structure.

## Properties
charge = -2
Kohn-Sham gap = 4.89 eV
LUMO = 0.11979 Ha
HOMO level = -0.0598 Eh
spin multiplicity = 1

The geometry in XYZ format:
```
116
C50H49ClCsN9O4SSi (wB97M-V/def2-TZVPD)
Cs -0.159 -0.178 -0.737
C 3.618 -3.626 1.533
C 4.020 -3.843 2.839
C 3.356 -3.196 3.870
C 2.298 -2.345 3.556
N 1.908 -2.149 2.297
C 2.549 -2.763 1.312
C 1.568 -1.538 4.589
C 1.735 -1.714 5.962
C 1.090 -0.835 6.819
C 0.320 0.190 6.298
C 0.184 0.276 4.909
N 0.777 -0.595 4.106
C -0.582 1.350 4.201
C -1.013 2.529 4.805
C -1.624 3.499 4.014
C -1.799 3.258 2.663
C -1.378 2.029 2.173
N -0.783 1.113 2.915
H 4.121 -4.087 0.694
H 4.859 -4.494 3.056
H 3.684 -3.330 4.890
H 2.214 -2.542 0.301
H 2.343 -2.514 6.358
H 1.194 -0.944 7.892
H -0.170 0.886 6.957
H -0.859 2.718 5.856
H -1.943 4.436 4.455
H -2.239 3.986 1.996
H -1.541 1.754 1.145
S 3.942 4.280 -0.840
C 4.837 2.817 -0.595
C 6.191 2.566 -0.786
C 6.654 1.279 -0.566
C 5.784 0.265 -0.157
C 4.440 0.516 0.042
C 3.956 1.804 -0.183
N 2.633 2.188 -0.058
C 2.445 3.420 -0.372
C 1.145 4.112 -0.457
C 1.123 5.516 -0.453
C -0.069 6.186 -0.656
C -1.236 5.445 -0.840
C -1.193 4.055 -0.776
C -0.006 3.313 -0.602
H 6.859 3.347 -1.126
H 7.699 1.053 -0.739
H 6.157 -0.742 -0.022
H 3.754 -0.275 0.314
H 2.037 6.080 -0.278
H -0.095 7.271 -0.677
H -2.175 5.963 -1.024
H -2.137 3.516 -0.882
C -1.407 -0.445 -4.486
C -2.706 -0.306 -3.731
C -3.914 -0.364 -4.418
C -5.083 -0.233 -3.668
C -5.013 -0.089 -2.307
C -3.743 -0.091 -1.640
N -2.616 -0.167 -2.412
N -3.583 -0.015 -0.317
Si -4.769 0.076 0.867
C -6.101 -1.298 0.839
C -5.773 1.692 0.879
C -4.001 -0.050 2.591
H -1.447 0.078 -5.442
H -1.214 -1.504 -4.678
H -0.573 -0.061 -3.902
H -3.934 -0.488 -5.493
H -6.048 -0.238 -4.167
H -5.912 0.027 -1.715
H -6.421 -1.519 -0.182
H -6.985 -1.010 1.415
H -5.709 -2.228 1.261
H -6.228 1.885 -0.097
H -5.126 2.543 1.109
H -6.574 1.664 1.625
H -2.988 -0.449 2.546
H -4.596 -0.703 3.238
H -3.949 0.931 3.076
C 1.202 2.321 -3.538
C 1.997 1.513 -4.521
C 2.444 2.058 -5.714
C 3.193 1.299 -6.600
Cl 3.741 2.025 -8.103
C 3.532 -0.004 -6.303
C 3.097 -0.567 -5.110
C 2.311 0.175 -4.235
O 1.800 -0.320 -3.080
C 1.829 -1.741 -2.867
C 3.163 -2.252 -2.239
O 4.042 -2.649 -3.032
O 3.185 -2.227 -0.985
H 1.265 3.385 -3.762
H 1.566 2.158 -2.526
H 0.147 2.035 -3.529
H 2.195 3.085 -5.953
H 4.141 -0.581 -6.987
H 3.422 -1.561 -4.823
H 1.618 -2.263 -3.803
H 1.034 -1.941 -2.154
C -2.136 -5.281 2.545
N -1.916 -4.467 1.382
C -1.945 -4.974 0.028
C -1.396 -3.764 -0.760
O -1.278 -3.738 -1.961
N -1.063 -2.786 0.142
C -1.359 -3.224 1.344
N -1.201 -2.489 2.456
H -2.935 -5.992 2.335
H -2.459 -4.667 3.386
H -1.242 -5.845 2.840
H -2.958 -5.221 -0.298
H -1.296 -5.842 -0.111
H -0.625 -1.657 2.403
H -1.191 -2.946 3.351
```

***

Record 2
ORCA calculation (wB97M-V/def2-TZVPD) on C50H49GaNO3P2 as an isolated structure.

## Properties
charge = +1
Kohn-Sham gap = 7.05 eV
LUMO = -0.10412 Ha
HOMO level = -0.3632 Eh
spin multiplicity = 1

The geometry in XYZ format:
```
106
C50H49GaNO3P2 (wB97M-V/def2-TZVPD)
Ga 0.357 -1.025 0.131
C 1.264 -3.356 2.299
P 1.255 -1.400 2.321
C 3.003 -0.849 2.465
C 3.276 0.230 3.280
C 4.530 0.833 3.237
C 5.522 0.294 2.393
C 5.249 -0.851 1.662
C 3.974 -1.428 1.610
C 0.313 -0.940 3.792
C -0.232 0.347 3.836
C -0.633 0.805 5.076
C -0.603 -0.001 6.220
C -0.024 -1.292 6.135
C 0.453 -1.708 4.926
C 1.640 -3.647 0.860
C 2.483 -4.588 0.294
C 2.563 -4.301 -1.088
C 1.726 -3.215 -1.304
C 1.524 -2.391 -2.579
P 1.174 -0.656 -2.185
C 0.161 0.091 -3.442
C -1.064 -0.459 -3.745
C -1.928 0.233 -4.600
C -1.544 1.475 -5.068
C -0.292 2.045 -4.780
C 0.600 1.355 -4.005
C 2.867 0.108 -2.312
C 3.412 0.623 -1.177
C 4.674 1.316 -1.279
C 5.228 1.487 -2.518
C 4.668 0.966 -3.635
C 3.499 0.211 -3.544
N 1.116 -2.800 -0.141
H 0.232 -3.620 2.543
H 1.934 -3.736 3.065
H 2.495 0.751 3.838
H 4.721 1.776 3.755
H 6.488 0.787 2.335
H 6.093 -1.325 1.066
H 3.698 -2.266 0.971
H -0.304 0.970 2.932
H -1.090 1.791 5.128
H -0.991 0.265 7.184
H -0.042 -1.974 6.961
H 0.907 -2.744 4.885
H 2.877 -5.366 0.830
H 3.240 -4.766 -1.806
H 0.729 -2.880 -3.153
H 2.481 -2.393 -3.154
H -1.306 -1.470 -3.401
H -2.916 -0.155 -4.836
H -2.104 1.982 -5.786
H -0.010 2.917 -5.379
H 1.617 1.662 -3.865
H 2.840 0.532 -0.264
H 5.071 1.683 -0.380
H 6.095 2.096 -2.630
H 5.165 1.082 -4.574
H 2.992 -0.182 -4.416
C -6.964 -4.593 -0.786
C -5.663 -3.836 -0.548
C -5.662 -2.425 -0.369
C -4.538 -1.774 0.012
C -4.505 -0.317 0.247
C -3.384 -2.523 0.067
C -3.343 -3.885 -0.077
C -2.129 -4.743 0.183
C -4.495 -4.532 -0.469
C -2.123 -1.827 0.470
O -1.711 -1.885 1.630
O -1.423 -1.228 -0.439
H -7.839 -3.929 -0.992
H -7.308 -5.090 0.111
H -6.890 -5.282 -1.626
H -6.663 -1.911 -0.467
H -3.601 0.172 -0.081
H -4.752 -0.028 1.263
H -5.213 0.234 -0.360
H -1.679 -4.648 1.202
H -1.291 -4.493 -0.437
H -2.361 -5.776 0.040
H -4.516 -5.580 -0.490
C -1.784 7.527 -0.428
C -1.258 6.134 -0.291
C -1.821 5.209 0.576
C -1.266 3.950 0.756
C -2.007 3.059 1.766
C -0.126 3.638 -0.014
C 0.297 2.248 -0.176
O 0.006 1.238 0.469
C 0.451 4.599 -0.882
C 1.717 4.303 -1.644
C -0.111 5.791 -1.013
H -0.931 8.250 -0.635
H -2.353 7.910 0.417
H -2.421 7.505 -1.309
H -2.727 5.459 1.208
H -2.884 3.654 2.111
H -1.357 2.940 2.613
H -2.340 2.109 1.297
H 1.080 2.132 -0.939
H 1.639 3.700 -2.534
H 2.490 3.895 -0.943
H 2.175 5.230 -1.852
H 0.466 6.488 -1.625
```

***

Record 3
ORCA calculation (wB97M-V/def2-TZVPD) on C50H49MnN6S2Sb as an isolated structure.

## Properties
charge = 0
Kohn-Sham gap (spin up / spin down) = 6.40 / 6.43 eV
LUMO (spin up / spin down) = -0.00076 / -0.00030 Ha
HOMO level (spin up / spin down) = -0.2359 / -0.2366 Eh
spin multiplicity = 2
⟨S²⟩ = 0.7640

The geometry in XYZ format:
```
109
C50H49MnN6S2Sb (wB97M-V/def2-TZVPD)
Mn 0.339 0.688 0.384
C -0.052 -0.596 4.669
C 0.499 -0.480 3.379
N -0.195 -0.172 2.318
C -1.540 0.026 2.473
C -2.174 -0.010 3.732
C -1.376 -0.342 4.847
C -3.553 0.302 3.830
C -4.227 0.661 2.702
C -3.608 0.655 1.432
C -2.293 0.272 1.279
N -1.567 0.130 0.118
C -2.123 -0.229 -1.071
C -3.414 -0.688 -1.308
C -3.877 -0.948 -2.611
C -3.079 -0.795 -3.708
C -1.723 -0.449 -3.511
C -0.801 -0.371 -4.577
C 0.505 -0.104 -4.313
C 0.904 0.092 -2.976
N 0.084 0.068 -1.957
C -1.232 -0.196 -2.208
H 0.591 -0.861 5.498
H 1.557 -0.633 3.234
H -1.829 -0.391 5.832
H -4.041 0.271 4.798
H -5.271 0.944 2.774
H -4.170 0.978 0.568
H -4.078 -0.859 -0.476
H -4.904 -1.274 -2.741
H -3.450 -0.971 -4.711
H -1.146 -0.540 -5.592
H 1.245 -0.055 -5.103
H 1.950 0.254 -2.753
S -0.034 5.309 0.591
C -1.178 4.911 -0.640
C -1.999 5.776 -1.360
C -2.830 5.235 -2.321
C -2.837 3.854 -2.544
C -2.021 3.004 -1.824
C -1.166 3.529 -0.856
N -0.265 2.817 -0.050
C 0.386 3.625 0.730
C 1.441 3.148 1.604
C 2.191 4.030 2.393
C 3.253 3.550 3.130
C 3.553 2.188 3.058
C 2.785 1.338 2.281
C 1.681 1.769 1.521
H -1.979 6.844 -1.169
H -3.469 5.883 -2.907
H -3.494 3.437 -3.300
H -2.044 1.947 -2.014
H 1.951 5.090 2.420
H 3.852 4.218 3.736
H 4.399 1.796 3.615
H 3.087 0.294 2.241
S 7.129 -0.120 -0.410
C 5.344 0.003 -0.417
C 4.565 -1.079 -0.051
C 3.181 -0.949 -0.115
N 2.568 0.166 -0.489
C 3.328 1.205 -0.830
C 4.710 1.172 -0.815
C 7.357 -0.542 -2.135
C 7.558 0.446 -3.086
C 7.718 0.063 -4.411
N 7.693 -1.206 -4.821
C 7.501 -2.145 -3.893
C 7.330 -1.866 -2.543
H 5.019 -2.007 0.270
H 2.533 -1.781 0.138
H 2.793 2.104 -1.119
H 5.285 2.046 -1.096
H 7.591 1.490 -2.802
H 7.876 0.812 -5.180
H 7.487 -3.171 -4.245
H 7.176 -2.663 -1.827
C 1.721 -4.125 -2.422
C 1.679 -4.367 -0.910
C 1.764 -5.855 -0.574
Sb 0.018 -3.233 -0.043
C -1.754 -4.221 -0.843
C -1.805 -5.744 -0.736
C -2.019 -3.753 -2.276
C 0.018 -4.257 1.866
C -1.217 -3.852 2.672
C 1.315 -3.955 2.615
H 2.660 -4.490 -2.852
H 1.627 -3.064 -2.674
H 0.907 -4.656 -2.922
H 2.551 -3.874 -0.463
H 0.958 -6.417 -1.045
H 1.721 -6.045 0.500
H 2.709 -6.272 -0.943
H -2.532 -3.799 -0.199
H -1.152 -6.207 -1.479
H -2.822 -6.099 -0.939
H -1.518 -6.117 0.248
H -1.286 -4.174 -2.970
H -1.983 -2.664 -2.369
H -3.010 -4.080 -2.609
H -0.025 -5.326 1.651
H -1.213 -2.778 2.889
H -1.245 -4.381 3.632
H -2.146 -4.081 2.143
H 1.404 -2.885 2.824
H 2.199 -4.263 2.049
H 1.340 -4.479 3.578
```

***

Record 4
ORCA calculation (wB97M-V/def2-TZVPD) on a 7-piece molecular cluster, C50H50ClN3O28 overall.

## Properties
charge = 0
Kohn-Sham gap = 7.43 eV
LUMO = -0.06747 Ha
SMILES = [H]/N=C(/N)NCCCC[C@](CC)(CCCOC(C)=O)OC(=O)Cl.O=C1C=C(O)C(=O)C=C1O.O=C1C=C(O)C(=O)C=C1O.O=C1C=C(O)C(=O)C=C1O.O=C1C=C(O)C(=O)C=C1O.O=C1C=C(O)C(=O)C=C1O.O=C1C=C(O)C(=O)C=C1O
HOMO level = -0.3405 Eh
spin multiplicity = 1

The geometry in XYZ format:
```
132
C50H50ClN3O28 (wB97M-V/def2-TZVPD)
H 1.304 -6.213 0.091
N 0.913 -6.065 -0.881
C 1.937 -6.115 -1.795
N 1.556 -5.966 -3.280
N 3.387 -6.364 -1.450
C 3.924 -5.410 -0.407
C 4.721 -4.200 -1.176
C 4.423 -2.695 -0.590
C 2.840 -2.271 -0.543
C 2.416 -1.087 -1.616
C 0.765 -1.258 -1.820
C -0.032 -0.779 -0.432
C 3.076 -1.362 -3.091
C 2.653 -0.289 -4.256
C 3.432 -0.547 -5.712
O 4.882 -0.742 -5.570
C 5.268 -2.159 -5.562
C 6.901 -2.509 -5.643
O 4.459 -3.215 -5.448
O 2.605 0.282 -1.097
C 4.025 0.654 -1.012
O 4.761 1.168 -2.027
Cl 4.965 0.488 0.620
H 1.106 -5.041 -3.461
H 0.851 -6.731 -3.500
H 3.956 -6.318 -2.336
H 4.614 -6.058 0.318
H 3.110 -4.923 0.281
H 5.883 -4.406 -0.998
H 4.579 -4.225 -2.351
H 4.797 -2.705 0.543
H 5.120 -1.936 -1.147
H 2.211 -3.231 -0.866
H 2.473 -2.037 0.568
H 0.453 -2.372 -2.051
H 0.341 -0.558 -2.670
H 0.221 -1.478 0.472
H -1.189 -0.846 -0.713
H 0.161 0.355 -0.175
H 4.262 -1.391 -3.076
H 2.711 -2.442 -3.435
H 1.508 -0.259 -4.495
H 2.969 0.812 -3.926
H 3.297 0.484 -6.299
H 2.883 -1.352 -6.366
H 7.479 -1.497 -5.754
H 7.154 -3.313 -6.457
H 7.172 -2.923 -4.556
O -2.348 -0.640 -2.982
C -3.228 -1.492 -2.924
C -2.930 -2.932 -2.953
C -3.912 -3.834 -2.904
O -3.639 -5.189 -2.928
C -5.340 -3.418 -2.822
O -6.222 -4.270 -2.797
C -5.637 -1.979 -2.768
C -4.654 -1.077 -2.814
O -4.926 0.278 -2.762
H -1.888 -3.220 -3.015
H -4.514 -5.633 -2.883
H -6.678 -1.691 -2.691
H -4.051 0.721 -2.812
O 0.793 -0.384 3.445
C 1.381 0.441 4.136
C 2.437 1.310 3.594
C 3.069 2.186 4.377
O 4.061 3.007 3.873
C 2.733 2.314 5.822
O 3.344 3.116 6.521
C 1.660 1.463 6.359
C 1.026 0.589 5.575
O 0.015 -0.212 6.072
H 2.673 1.204 2.543
H 4.363 3.548 4.635
H 1.414 1.580 7.407
H -0.284 -0.758 5.312
O -1.659 6.030 6.689
C -2.134 4.949 6.362
C -3.515 4.814 5.871
C -4.008 3.620 5.539
O -5.303 3.487 5.074
C -3.185 2.384 5.655
O -3.672 1.298 5.360
C -1.797 2.521 6.123
C -1.303 3.716 6.452
O 0.001 3.853 6.890
H -4.102 5.720 5.794
H -5.422 2.527 4.904
H -1.205 1.617 6.186
H 0.118 4.812 7.066
O -4.641 4.574 -1.563
C -4.324 5.022 -0.467
C -3.028 5.678 -0.233
C -2.706 6.140 0.977
O -1.491 6.760 1.204
C -3.639 6.007 2.129
O -3.308 6.425 3.234
C -4.945 5.372 1.890
C -5.268 4.914 0.679
O -6.494 4.319 0.446
H -2.358 5.767 -1.079
H -1.496 7.003 2.155
H -5.621 5.298 2.732
H -6.487 4.070 -0.504
O -2.337 8.837 2.227
C -2.090 10.005 1.947
C -2.296 11.103 2.905
C -2.033 12.365 2.562
O -2.222 13.402 3.459
C -1.528 12.709 1.205
O -1.313 13.881 0.913
C -1.299 11.610 0.255
C -1.558 10.347 0.599
O -1.343 9.307 -0.288
H -2.666 10.839 3.888
H -1.963 14.216 2.974
H -0.915 11.872 -0.722
H -1.608 8.494 0.195
O -0.815 -13.352 -1.649
C -0.568 -12.185 -1.929
C -0.774 -11.087 -0.972
C -0.511 -9.824 -1.314
O -0.700 -8.788 -0.418
C -0.006 -9.480 -2.672
O 0.209 -8.309 -2.963
C 0.223 -10.580 -3.622
C -0.036 -11.843 -3.278
O 0.179 -12.882 -4.165
H -1.144 -11.351 0.011
H -0.441 -7.974 -0.903
H 0.608 -10.317 -4.599
H -0.086 -13.696 -3.682
```